(1)
8
Properties=species:S:1:pos:R:3 method="wB97M-V/def2-TZVPD" charge=-1 homo_lumo_gap_ev=9.38 e_lumo_ha=0.1567 e_above_lowest_kcal_mol=9.5 homo_ev=-5.12
O -0.433 0.895 -0.162
O -1.652 -0.964 0.816
N 1.197 -0.559 -0.092
C -1.600 -0.525 -0.260
O 1.489 1.527 0.611
N 0.773 0.638 0.140
O -1.985 -0.508 -1.350
H 2.211 -0.504 0.297

(2)
16
Properties=species:S:1:pos:R:3 method="wB97M-V/def2-TZVPD" homo_lumo_gap_ev="7.13 / 7.13" e_lumo_ha="0.0015 / 0.0015" e_above_lowest_kcal_mol=124.9 homo_ev="-7.09 / -7.09"
C -0.117 -1.968 0.681
H -0.541 -1.047 0.428
H 1.981 -1.918 1.481
N -1.229 1.096 -0.462
O 2.508 0.320 -0.349
H 1.967 -2.598 -0.185
H -0.101 -2.240 1.747
H -3.026 1.925 -0.724
H -1.746 2.925 0.163
C 1.784 -0.490 -0.046
C 1.481 -1.808 0.477
H -0.543 -2.795 0.069
H -1.538 2.962 -1.389
N -0.003 1.131 -0.495
C -2.025 2.304 -0.608
S 1.149 2.201 -0.788

(3)
133
Properties=species:S:1:pos:R:3 method="wB97M-V/def2-TZVPD" homo_lumo_gap_ev=7.74 e_lumo_ha=-0.0025 e_above_lowest_kcal_mol=0.0 smiles="CCOC[C@@H](O[C@@H](CCO)[C@@H](C[C@@H](C)Br)O[C@@](CCCCn1cccc1)(CP(=O)(O)O)C(F)(F)C(F)(F)F)P(C)O.COC[C@@H](C)N.COC[C@@H](C)N.COC[C@@H](C)N" homo_ev=-7.81
N -3.926 2.988 -2.131
H -2.588 -5.874 3.768
O 6.053 4.830 -0.923
C 4.062 -5.001 5.682
C -11.231 7.838 -0.596
H -0.165 0.066 -2.183
C 4.241 -6.029 2.605
H 2.182 -1.796 -4.971
H 6.839 -0.841 2.359
N -0.317 -4.598 5.941
H 0.312 1.574 -1.297
H 6.640 1.041 2.652
O -1.900 -2.490 -1.271
C -11.116 6.585 -1.460
N -11.040 6.985 -2.871
O 4.409 1.582 -3.081
H -9.927 5.471 0.014
H 3.482 -5.878 5.386
H 4.273 -4.157 1.602
C 1.348 -0.014 1.207
H 4.056 -6.524 1.647
H 2.143 -3.619 -4.766
H 2.122 -3.491 2.283
C -2.618 0.847 -1.425
C -4.050 2.783 -3.562
H 6.322 2.093 -2.443
H 4.736 -1.191 -2.168
H 2.259 1.744 -6.235
H -3.436 2.491 -0.025
O -8.665 6.132 -1.506
H -3.426 2.048 -4.170
H -12.038 6.011 -1.317
C 5.140 1.711 -0.611
H 0.642 -4.831 6.197
O 5.691 0.381 -0.437
C -3.034 2.389 -1.105
H 2.676 2.052 -1.822
H 5.763 2.434 0.052
H 1.843 2.980 -3.874
O -1.267 -7.194 6.709
O 0.002 -4.413 -1.567
H 0.588 -2.382 0.666
O 3.740 3.066 -5.571
H -1.166 -7.690 4.688
F 2.422 -0.892 1.645
H -11.055 6.146 -3.448
H -12.206 8.312 -0.742
H 5.234 -0.035 1.995
F 1.764 2.430 0.534
F 0.934 1.954 2.593
H -10.107 7.367 -3.027
H 7.546 1.242 0.286
H -3.157 -6.366 6.826
C -1.405 0.498 -0.389
P 5.056 4.203 -2.214
H -10.474 8.587 -0.840
C 5.222 2.277 -2.116
H -0.847 -4.799 6.790
H -8.379 8.105 -0.962
C -4.856 4.030 -1.686
H 4.266 -2.655 3.427
C -2.153 -5.115 4.425
H 1.998 -4.682 3.349
C 2.845 -2.705 -4.698
H 2.439 -2.925 -2.524
H -3.051 -7.869 5.850
H 5.457 -3.872 3.847
C 3.009 1.813 -5.356
H 1.167 1.276 -4.082
C 3.036 1.397 -2.688
H -2.193 0.810 -2.497
C 0.028 0.464 -1.108
Br 4.878 -3.918 -3.028
H -0.091 -5.462 4.053
H 0.851 -4.602 -1.093
C -5.169 3.776 -4.044
H 4.088 1.710 -0.172
H -11.139 7.592 0.466
C -0.715 -6.999 5.410
H -1.638 -0.434 0.254
H 6.868 4.283 -0.842
H -5.510 3.887 -5.136
C 4.383 -3.710 3.695
C 2.140 1.864 -3.979
H -6.506 5.448 -2.802
P -0.225 -2.693 -1.634
C 3.841 -4.558 2.526
H -1.943 -2.766 -0.313
H 3.708 -2.833 -5.433
H 4.006 3.148 -6.510
H 5.133 -5.205 5.596
C 6.836 0.359 0.447
H 3.676 -6.578 3.361
H 2.695 4.137 -1.166
C -9.938 5.671 -1.064
C 3.857 -1.103 -2.889
C 3.269 4.752 -1.939
H 3.674 0.887 -5.431
H -2.086 -4.183 3.856
F 3.106 1.459 2.166
H 2.761 4.785 -2.966
C -5.725 4.623 -2.841
H 5.306 -6.133 2.831
H 4.186 -0.770 -3.949
C -0.770 -5.540 4.910
H -6.983 7.044 -0.795
F 0.237 -0.342 2.016
H 0.338 -7.286 5.494
N 2.378 -4.467 2.426
H 7.438 -0.590 0.164
H -2.030 2.973 -1.145
H -5.001 4.439 -0.632
C 3.347 -2.640 -3.144
C 1.174 -0.374 -0.380
C 0.944 -1.984 -0.366
H -2.940 -7.924 7.619
C 6.366 0.146 1.979
O 0.027 -2.313 -3.097
C -2.677 -7.343 6.733
C 2.657 -0.157 -2.311
H -2.849 -4.935 5.247
C 1.806 1.468 1.550
H -8.295 6.930 0.393
O 3.669 -3.873 4.917
H -3.504 0.132 -1.314
H 3.833 -4.794 6.730
H -10.084 4.703 -1.554
C -8.066 7.103 -0.663
H 3.323 5.829 -1.508
H 1.984 -2.482 -0.496
H 1.760 -0.441 -2.953
O 2.511 -0.188 -0.888
H -1.363 1.368 0.380

| no. | calculated total energy (eV) |
| --- | --- |
| 1 | -12222.1136 |
| 2 | -20135.4172 |
| 3 | -169213.4016 |